# 1
26
Properties=species:S:1:pos:R:3:forces:R:3:lowdin_charge:R:1 method="wB97M-V/def2-TZVPD" homo_energy_ev=-8.99 smiles=Cc1ccccc1.CCC lumo_energy_ev=1.02 total_energy_ha=-390.54880 e_above_lowest_kcal_mol=54.64 orbital_gap_ha=0.3679
C -2.265697 -0.304091 -2.472264 -0.536 -1.549 0.640 -0.29
C -2.891374 -1.797254 -2.349457 3.535 1.425 -2.064 -0.10
C -2.413070 0.262374 -3.945177 -1.085 -5.532 2.677 -0.09
H -2.728865 0.333895 -1.669186 0.428 -0.309 -0.974 0.10
H -1.258850 -0.586268 -2.117776 0.042 1.219 -0.619 0.05
H -2.078593 -2.300981 -1.795679 -1.310 -0.375 0.461 0.06
H -3.520685 0.180369 -3.996599 0.810 0.013 -1.301 0.09
H -2.763932 -2.228473 -3.372710 -0.603 0.146 0.659 0.07
H -3.880376 -1.830826 -2.017488 -1.339 -0.376 0.732 0.03
H -2.115491 1.194655 -3.966133 1.378 4.909 -0.338 -0.01
H -1.728492 -0.358861 -4.580599 -1.337 0.419 0.103 0.09
C 3.242188 1.292122 2.506591 0.175 1.451 0.835 -0.07
C 0.790603 0.211323 -0.020343 -0.969 0.125 -2.676 -0.09
C -0.252564 -0.285606 0.759637 -0.475 -0.342 -1.602 -0.12
C 1.917989 0.743401 0.497128 -1.056 -1.917 2.258 -0.05
C 2.062001 0.573240 1.881352 1.242 2.569 0.167 -0.30
C -0.113524 -0.511842 2.075385 1.646 0.575 2.809 -0.08
C 1.067421 0.055200 2.657979 -1.365 -2.036 2.260 -0.06
H 0.655434 0.137892 -1.135046 0.012 0.490 1.196 0.11
H -1.158918 -0.439781 0.222952 -0.644 -0.776 -0.185 0.08
H 2.707363 1.156870 -0.018031 1.415 0.781 -1.394 0.09
H -0.730852 -1.092635 2.797943 -0.147 0.798 -1.151 0.12
H 2.926028 2.290132 3.010735 0.470 -1.324 -1.322 0.11
H 4.190310 1.430345 1.901911 -1.454 -0.076 0.313 0.09
H 1.091238 -0.059097 3.827882 0.584 0.449 -2.431 0.15
H 3.530844 0.739563 3.362847 0.584 -0.757 0.947 0.04

# 2
26
Properties=species:S:1:pos:R:3:forces:R:3:lowdin_charge:R:1 method="wB97M-V/def2-TZVPD" homo_energy_ev=-9.07 smiles=Cc1ccccc1.CCC lumo_energy_ev=0.98 total_energy_ha=-390.61727 e_above_lowest_kcal_mol=11.67 orbital_gap_ha=0.3694
C -2.399687 -0.898256 -0.199488 0.669 0.868 -0.607 -0.29
C -3.064239 0.482112 -0.070375 -0.852 -0.153 0.326 -0.11
C -2.527959 -1.489701 -1.607917 -0.051 -1.032 -0.193 -0.12
H -1.331357 -0.759897 -0.029239 0.000 -0.175 0.329 0.07
H -2.770028 -1.565774 0.561409 -0.169 -0.283 0.167 0.09
H -2.407582 1.346770 -0.029775 0.288 -0.125 0.003 0.06
H -3.229051 -0.963176 -2.239795 -0.109 0.407 -0.123 0.06
H -1.578156 -1.568049 -2.138034 0.065 0.349 0.040 0.07
H -3.743701 0.537445 0.782696 0.320 -0.005 0.321 0.06
H -3.750272 0.640198 -0.887659 -0.096 0.141 -0.572 0.05
H -2.894538 -2.521041 -1.618905 -0.037 0.008 0.314 0.06
C 1.276276 2.545917 0.678722 -0.187 -0.093 0.298 -0.05
C 1.569379 -1.218909 1.111542 -0.081 -0.215 -0.454 -0.10
C 1.140023 0.090879 1.286741 -0.214 -0.255 0.103 -0.07
C 2.644499 -1.518273 0.287492 0.021 0.093 0.550 -0.09
C 1.762882 1.124319 0.608378 0.355 0.060 -0.242 -0.29
C 3.328839 -0.479872 -0.329395 -0.699 0.164 -0.086 -0.09
C 2.854270 0.811722 -0.205147 -0.274 0.417 0.295 -0.06
H 1.022624 -2.059972 1.516335 -0.070 0.157 0.373 0.10
H 0.288534 0.281972 1.930477 -0.001 0.099 -0.027 0.11
H 2.926800 -2.560257 0.216563 0.230 0.076 -0.294 0.10
H 4.149558 -0.636512 -0.983795 0.678 -0.377 -0.361 0.09
H 0.683441 2.683725 1.585057 -0.064 0.118 -0.116 0.08
H 0.655856 2.783668 -0.187389 -0.067 0.003 0.037 0.08
H 3.302387 1.642041 -0.738690 0.259 -0.160 -0.073 0.11
H 2.091199 3.268922 0.700189 0.085 -0.087 -0.007 0.08

# 3
26
Properties=species:S:1:pos:R:3:forces:R:3:lowdin_charge:R:1 method="wB97M-V/def2-TZVPD" homo_energy_ev=-8.94 smiles=CCc1ccccc1.CC lumo_energy_ev=1.00 total_energy_ha=-390.59867 e_above_lowest_kcal_mol=23.35 orbital_gap_ha=0.3653
C -2.348367 -0.805873 0.355517 0.318 -0.862 -0.794 -0.20
C -2.562952 -2.317071 0.202165 -0.249 0.059 0.719 -0.11
C -0.930587 -0.408943 0.659141 0.749 0.609 -0.539 -0.23
C -0.656211 0.733515 1.425397 -0.718 -1.081 0.616 -0.04
C 0.148121 -1.200300 0.295015 0.276 -0.700 -0.439 -0.07
C 0.570663 0.854371 2.043947 0.346 -0.099 0.105 -0.09
C 1.433776 -1.013878 0.793475 -0.429 0.302 1.031 -0.10
C 1.630881 0.019817 1.696761 0.088 0.274 -0.208 -0.11
H -2.743783 -0.382501 -0.564298 -0.046 0.669 0.098 0.11
H -2.888239 -0.490797 1.219851 -0.887 0.464 0.328 0.10
H -2.191078 -2.816830 1.100107 0.401 -0.238 -0.326 0.08
H -1.489798 1.366947 1.709255 0.068 0.046 0.122 0.11
H 0.005397 -1.984647 -0.438919 -0.167 -0.289 0.300 0.11
H 0.669120 1.447287 2.942244 0.161 0.761 -0.379 0.10
H 2.215115 -1.756375 0.708730 0.081 0.108 -0.745 0.11
H 2.624661 0.265001 2.052559 -0.064 -0.400 0.423 0.10
H -2.151365 -2.719719 -0.720091 0.250 -0.100 0.149 0.07
H -3.624205 -2.560405 0.206957 -0.187 0.224 -0.221 0.07
C 1.375268 2.458777 -2.123484 -0.527 0.052 -0.391 -0.16
C 1.815747 1.053321 -1.761268 -0.397 -0.956 -0.797 -0.17
H 0.303184 2.496379 -1.925669 -0.089 0.069 0.466 0.06
H 1.827970 3.280452 -1.576002 0.252 -0.013 -0.072 0.06
H 1.348609 2.648305 -3.199722 0.769 0.102 0.016 0.06
H 2.828772 0.653734 -1.843058 0.462 1.055 0.004 0.07
H 1.313790 0.393694 -2.482564 -0.309 -0.089 0.341 0.07
H 1.475513 0.785741 -0.776047 -0.151 0.033 0.193 0.01

# 4
26
Properties=species:S:1:pos:R:3:forces:R:3:lowdin_charge:R:1 method="wB97M-V/def2-TZVPD" homo_energy_ev=-8.95 smiles=CCc1ccccc1.CC lumo_energy_ev=1.02 total_energy_ha=-390.61769 e_above_lowest_kcal_mol=11.41 orbital_gap_ha=0.3663
C 3.606373 0.688859 0.856027 0.711 -0.407 -0.672 -0.17
C 3.533672 0.809267 -0.664915 -0.052 0.829 0.065 -0.18
H 4.416784 0.009641 1.138281 -0.204 -0.153 0.007 0.06
H 3.902833 1.646622 1.276318 -0.477 0.110 0.269 0.06
H 2.670736 0.289811 1.226852 -0.115 0.253 0.487 0.04
H 2.838771 1.607259 -0.942427 -0.092 -0.084 0.021 0.05
H 3.179910 -0.087795 -1.164168 0.228 -0.199 -0.010 0.06
H 4.497609 1.140611 -1.057210 -0.001 -0.346 -0.162 0.06
C -1.194411 -1.938820 0.373926 -0.526 -0.089 0.066 -0.21
C -2.260764 -2.864743 -0.228462 0.284 1.089 -0.158 -0.10
C -1.364221 -0.464525 0.077810 0.319 -0.280 -0.596 -0.23
C -2.618980 0.127975 -0.068447 0.763 -0.358 0.594 -0.04
C -0.193991 0.298784 -0.031198 -1.450 -0.267 0.350 -0.04
C -2.685732 1.508004 -0.131636 -0.419 -0.106 -0.664 -0.09
C -0.285863 1.670503 -0.175731 0.410 0.294 0.229 -0.08
C -1.532139 2.262404 -0.270156 -0.646 -0.097 0.611 -0.10
H -1.177843 -2.069993 1.460739 -0.096 0.038 0.042 0.12
H -0.209194 -2.274492 0.047907 0.029 0.063 -0.152 0.10
H -3.276948 -2.589316 0.039444 -0.039 -0.207 0.586 0.06
H -3.480497 -0.524831 -0.064636 -0.253 0.320 0.172 0.10
H 0.686175 -0.295865 0.064944 0.944 0.324 0.043 0.08
H -3.647888 2.008464 -0.101472 0.034 -0.043 -0.214 0.10
H 0.577540 2.316716 -0.068797 0.174 -0.156 -0.463 0.10
H -1.689058 3.319868 -0.355598 0.429 0.438 0.013 0.10
H -2.018921 -3.869559 0.067641 -0.266 -0.549 -0.152 0.07
H -2.273953 -2.724850 -1.305035 0.311 -0.418 -0.313 0.08